Below is a cluster of 2 separate species, CH6NS2 in total, with properties calculated with ωB97M-V with the def2-TZVPD basis set.

Last column: Löwdin charge in e.
CARTESIAN COORDINATES (ANGSTROEM)
C (0.46475, 0.11306, 0.68063)  -0.044
N (1.57365, -0.40009, -0.19615)  0.107
S (-3.23794, 0.28791, -0.11214)  0.272
S (-1.77773, -0.72704, -0.79395)  0.151
H (0.38909, 1.16665, 0.70902)  0.065
H (0.30498, -0.42603, 1.51547)  0.031
H (1.98575, 0.22071, -0.91102)  0.170
H (1.02796, -1.18164, -0.72736)  0.173
H (2.39439, -0.64034, 0.43897)  0.195
H (-3.12491, 1.58682, -0.60347)  -0.120

- Kohn-Sham gap (spin up / spin down): 7.5 / 7.7 eV
- ΔE to the lowest compared entry with this formula, charge and spin: 57.8 kcal/mol
- Net charge: +1
- HOMO level (spin up / spin down): -12.73 / -13.19 eV
- E_tot: -892.454003 Ha


Below is the molecule C4H9NOS, with properties calculated with ωB97M-V with the def2-TZVPD basis set.

Last column: Löwdin charge in e.
CARTESIAN COORDINATES (ANGSTROEM)
O (1.12039, -3.39553, -0.33554)  0.022
C (1.19653, -2.36829, 0.29607)  -0.374
N (0.50064, -1.21952, 0.09194)  0.015
C (0.61756, -0.03086, 0.86996)  -0.239
C (0.15477, 1.24004, 0.18050)  -0.237
C (-1.28059, 1.29336, -0.37743)  -0.585
S (-1.95123, 0.08278, -1.51972)  0.737
H (1.84476, -2.29105, 1.17969)  0.129
H (-0.01151, -1.20220, -0.77993)  0.060
H (1.67077, 0.16050, 1.14024)  0.122
H (0.15472, -0.08451, 1.86179)  0.120
H (0.82874, 1.54049, -0.62772)  0.113
H (0.14351, 2.04895, 0.91355)  0.112
H (-1.49980, 2.29287, -0.74684)  0.068
H (-1.98183, 1.21060, 0.46862)  0.066
H (-1.50743, 0.72236, -2.61516)  -0.129

- Kohn-Sham gap: 10.1 eV
- ΔE to the lowest compared entry with this formula, charge and spin: 20.4 kcal/mol
- Net charge: 0
- HOMO level: -9.40 eV
- E_tot: -685.986435 Ha


Below is a structure of composition C20H23CrN3O2, with properties calculated with ωB97M-V with the def2-TZVPD basis set.

Last column: Löwdin charge in e.
CARTESIAN COORDINATES (ANGSTROEM)
Cr (0.08861, -0.18213, -0.04847)  0.852
O (-0.17299, -0.29218, 1.93412)  -0.135
C (-1.01922, -0.89943, 2.67441)  -0.345
C (-1.04290, -0.63155, 4.07754)  -0.017
C (-1.91853, -1.26544, 4.91737)  -0.112
C (-2.83877, -2.21946, 4.44652)  -0.129
C (-2.83627, -2.49914, 3.10139)  -0.076
C (-1.95652, -1.86554, 2.21034)  -0.140
C (-2.04108, -2.23213, 0.81623)  -0.087
N (-1.35020, -1.74055, -0.13710)  -0.027
C (-1.61683, -2.21607, -1.50332)  -0.188
C (-0.48006, -1.70368, -2.38716)  -0.255
N (-0.25263, -0.34491, -2.00380)  -0.181
C (-0.60343, 0.66620, -2.83193)  -0.138
C (-0.92348, 1.96820, -2.39348)  -0.183
C (-1.07392, 3.02106, -3.32826)  -0.091
C (-1.42423, 4.30456, -2.95211)  -0.160
C (-1.62975, 4.59154, -1.60483)  -0.147
C (-1.48813, 3.57746, -0.65631)  -0.053
C (-1.15408, 2.27090, -1.00452)  -0.347
O (-1.10447, 1.34293, -0.05947)  -0.197
H (-0.34006, 0.10432, 4.44689)  0.108
H (-1.90347, -1.02226, 5.97487)  0.093
H (-3.52658, -2.71099, 5.12068)  0.083
H (-3.53302, -3.22833, 2.69820)  0.100
H (-2.78403, -3.00607, 0.58723)  0.126
H (-2.55360, -1.76578, -1.84411)  0.123
H (-1.71957, -3.30762, -1.50777)  0.110
H (-0.76140, -1.79126, -3.44436)  0.108
H (0.41349, -2.32410, -2.22699)  0.102
H (-0.58658, 0.47041, -3.90657)  0.098
H (-0.90598, 2.79375, -4.37728)  0.090
H (-1.53489, 5.07743, -3.70441)  0.077
H (-1.89923, 5.59300, -1.28966)  0.076
H (-1.65421, 3.77401, 0.39688)  0.101
C (3.65427, 1.16690, -0.59807)  -0.054
C (3.19586, -0.17819, -0.03157)  -0.717
C (3.75853, -1.32986, -0.86648)  -0.062
C (3.62268, -0.31948, 1.43189)  -0.052
N (1.76472, -0.24320, -0.06049)  -0.060
H (4.74529, 1.24854, -0.59157)  0.075
H (3.23460, 1.98309, -0.00909)  0.082
H (3.29830, 1.28202, -1.62295)  0.081
H (4.85230, -1.31586, -0.86871)  0.075
H (3.40737, -1.25170, -1.89694)  0.078
H (3.41903, -2.28567, -0.46449)  0.076
H (4.71243, -0.27330, 1.51643)  0.077
H (3.27572, -1.26995, 1.83909)  0.080
H (3.18692, 0.47955, 2.03218)  0.083

- Kohn-Sham gap (spin up / spin down): 4.4 / 7.0 eV
- ⟨S²⟩: 4.18
- ΔE to the lowest compared entry with this formula, charge and spin: 21.7 kcal/mol
- Net charge: -1
- HOMO level (spin up / spin down): -1.42 / -4.10 eV
- E_tot: -2135.183413 Ha
- 2S+1: 4


Below is a structure of composition C48H50ClN7P2RhSe2, with properties calculated with ωB97M-V with the def2-TZVPD basis set.

Last column: Löwdin charge in e.
CARTESIAN COORDINATES (ANGSTROEM)
Rh (-0.74797, -1.10070, -1.45679)  0.746
C (-2.94027, 3.77464, 3.16340)  -0.032
C (-3.97715, 2.75526, 2.66612)  -0.553
C (-4.56173, 1.98989, 3.86235)  -0.033
C (-5.10752, 3.50370, 1.96039)  -0.058
C (-3.27240, 1.77227, 1.74211)  -0.128
C (-2.24557, 0.96584, 2.23167)  0.022
C (-1.58077, 0.11772, 1.37445)  -0.088
N (-1.87213, 0.02772, 0.07888)  0.008
C (-2.88963, 0.74496, -0.40803)  -0.177
C (-3.59441, 1.63015, 0.39705)  0.065
C (-3.21994, 0.51796, -1.84746)  -0.161
C (-4.35650, 1.04317, -2.42751)  0.052
C (-4.67080, 0.79877, -3.76528)  -0.131
C (-3.78159, 0.00420, -4.47541)  0.031
C (-2.65493, -0.49045, -3.84483)  -0.099
N (-2.37163, -0.25459, -2.56643)  0.005
C (-5.93210, 1.39464, -4.37241)  -0.556
C (-7.14924, 0.90072, -3.57588)  -0.033
C (-6.10629, 0.99266, -5.83661)  -0.058
C (-5.84282, 2.92580, -4.28576)  -0.033
H (-3.41375, 4.47422, 3.85382)  0.094
H (-2.52257, 4.34456, 2.33092)  0.094
H (-2.11736, 3.28599, 3.68782)  0.070
H (-5.09608, 2.68233, 4.51400)  0.093
H (-3.78458, 1.50816, 4.45625)  0.081
H (-5.26368, 1.22213, 3.53254)  0.097
H (-5.58387, 4.18396, 2.66635)  0.093
H (-5.87678, 2.82114, 1.59276)  0.092
H (-4.73856, 4.10378, 1.12593)  0.090
H (-1.94579, 0.99989, 3.26992)  0.117
H (-0.78987, -0.52683, 1.73101)  0.100
H (-4.39259, 2.21868, -0.02618)  0.099
H (-5.02303, 1.64613, -1.82976)  0.109
H (-3.94207, -0.24094, -5.51412)  0.116
H (-1.93650, -1.08643, -4.38723)  0.094
H (-7.21898, -0.18796, -3.60139)  0.097
H (-8.06102, 1.31019, -4.01219)  0.093
H (-7.11103, 1.21659, -2.53240)  0.080
H (-6.19034, -0.08946, -5.95192)  0.092
H (-5.28081, 1.34874, -6.45572)  0.091
H (-7.02306, 1.43691, -6.22399)  0.093
H (-5.76431, 3.27136, -3.25380)  0.080
H (-6.74094, 3.36956, -4.71705)  0.094
H (-4.97931, 3.29970, -4.83867)  0.095
Se (2.53842, -5.77366, 2.95267)  0.323
P (2.94631, -3.80598, 2.39160)  0.482
C (4.48714, -3.64823, 1.45713)  -0.357
C (5.67337, -3.98590, 2.11248)  -0.105
C (6.86735, -4.01834, 1.41445)  -0.064
C (6.88214, -3.74787, 0.05119)  -0.072
C (5.70283, -3.44357, -0.60809)  -0.079
C (4.50439, -3.38877, 0.09187)  -0.083
C (3.06189, -2.70015, 3.83127)  -0.365
C (2.01963, -2.77695, 4.75756)  -0.115
C (2.04882, -1.99979, 5.90313)  -0.076
C (3.12407, -1.14959, 6.14088)  -0.082
C (4.16743, -1.08186, 5.23192)  -0.070
C (4.13986, -1.85845, 4.07884)  -0.099
C (1.64347, -3.06774, 1.33295)  -0.384
C (1.42844, -1.89479, 0.59021)  -0.406
N (0.27912, -2.12622, -0.09908)  -0.258
N (-0.19189, -3.31388, 0.20025)  -0.013
N (0.61157, -3.89188, 1.05262)  0.018
P (2.04396, -0.24357, 0.33666)  0.780
Se (1.02937, 0.40951, -1.50756)  0.601
C (1.62196, 0.82145, 1.73265)  -0.365
C (1.48064, 2.18736, 1.48420)  -0.092
C (1.15822, 3.04582, 2.52072)  -0.061
C (0.96934, 2.54462, 3.80371)  -0.069
C (1.10479, 1.18681, 4.04982)  -0.059
C (1.43409, 0.32045, 3.01521)  -0.084
C (3.81849, -0.11634, 0.10511)  -0.346
C (4.36955, -0.19087, -1.17304)  -0.104
C (5.74214, -0.09823, -1.33082)  -0.067
C (6.56182, 0.04555, -0.22010)  -0.055
C (6.01172, 0.12288, 1.05164)  -0.052
C (4.63847, 0.06005, 1.21703)  -0.074
H (5.65157, -4.25486, 3.16191)  0.112
H (7.78338, -4.28061, 1.92735)  0.110
H (7.81362, -3.79391, -0.49869)  0.108
H (5.70827, -3.25809, -1.67450)  0.109
H (3.58377, -3.17756, -0.43830)  0.079
H (1.20590, -3.47222, 4.58484)  0.097
H (1.24381, -2.07369, 6.62329)  0.110
H (3.15459, -0.55452, 7.04485)  0.109
H (5.01466, -0.43588, 5.42507)  0.109
H (4.96514, -1.81246, 3.38081)  0.087
H (1.60622, 2.57640, 0.48084)  0.088
H (1.05033, 4.10525, 2.32883)  0.113
H (0.71785, 3.21809, 4.61328)  0.112
H (0.96055, 0.79166, 5.04635)  0.107
H (1.52646, -0.73942, 3.21123)  0.087
H (3.72605, -0.31890, -2.03423)  0.068
H (6.17426, -0.14714, -2.32160)  0.115
H (7.63491, 0.10537, -0.34656)  0.115
H (6.65286, 0.24622, 1.91484)  0.115
H (4.20628, 0.15555, 2.20431)  0.095
Cl (1.55619, -2.97960, -2.85855)  0.509
C (-0.19018, -2.57001, -2.72788)  -0.685
H (-0.68951, -3.43759, -2.28633)  0.013
H (-0.50739, -2.38804, -3.75091)  -0.021
N (1.38023, -0.44021, -4.98760)  -0.022
C (1.79806, 0.33270, -6.00919)  -0.093
C (0.96732, 1.42796, -6.03958)  -0.065
C (0.07012, 1.21370, -4.97776)  -0.176
N (0.32829, 0.07787, -4.34163)  -0.075
H (1.76228, -1.31485, -4.65755)  0.072
H (2.63327, 0.05068, -6.62758)  0.118
H (1.00462, 2.25566, -6.72562)  0.095
H (-0.74044, 1.84386, -4.64375)  0.103

- Kohn-Sham gap (spin up / spin down): 5.7 / 5.7 eV
- ΔE to the lowest compared entry with this formula, charge and spin: 22.5 kcal/mol
- Net charge: +1
- HOMO level (spin up / spin down): -9.46 / -9.46 eV
- E_tot: -8298.582903 Ha